No. 1
# BrMn2

A structure of composition BrMn2 in a non-equilibrium geometry (wB97M-V/def2-TZVPD, the Open Molecules 2025 dataset).

Geometry (Å):
Br (-0.15, -0.45, -0.10)
Mn (-0.88, 0.43, 1.52)
Mn (1.03, 0.02, -1.42)

Calculated values
ΔE to the lowest compared entry with this formula, charge and spin, eV: 6.6231
E_HOMO (spin up / spin down), eV: -27.725 / -29.899
Multiplicity: 11
Total charge: +3
Frontier orbital gap (spin up / spin down), Eh: 0.425 / 0.444
⟨S²⟩: 30.0079
LUMO level (spin up / spin down), eV: -16.152 / -17.817

Quick look at the Löwdin charges, all values in e:
1 Br 0.710
2 Mn 1.210
3 Mn 1.081

***

No. 2
# BrNO3

A cluster of 2 separate species, BrNO3 in total in a non-equilibrium geometry (wB97M-V/def2-TZVPD, the Open Molecules 2025 dataset).

Geometry (Å):
Br (2.54, -0.02, 0.02)
O (0.09, 1.23, -0.01)
O (-1.34, -0.43, 0.04)
O (1.20, -1.08, -0.02)
N (-0.37, 0.18, 0.01)

Calculated values
ΔE to the lowest compared entry with this formula, charge and spin, eV: 1.0127
E_HOMO (spin up / spin down), eV: -9.548 / -9.508
Multiplicity: 1
Total charge: 0
Frontier orbital gap (spin up / spin down), Eh: 0.298 / 0.293
LUMO level (spin up / spin down), eV: -1.448 / -1.530

Quick look at the Löwdin charges, all values in e:
1 Br 0.757
2 O 0.104
3 O 0.216
4 O -0.789
5 N -0.289

***

No. 3
# BrNO3

A cluster of 2 separate species, BrNO3 in total in a non-equilibrium geometry (wB97M-V/def2-TZVPD, the Open Molecules 2025 dataset).

Geometry (Å):
Br (-2.06, -1.47, 0.22)
O (-0.85, -1.51, -0.90)
O (-0.37, 0.37, 1.11)
O (1.21, 0.89, -0.38)
N (0.27, 0.41, 0.12)

Calculated values
ΔE to the lowest compared entry with this formula, charge and spin, eV: 2.0811
E_HOMO (spin up / spin down), eV: -9.270 / -9.270
Multiplicity: 1
Total charge: 0
Frontier orbital gap (spin up / spin down), Eh: 0.240 / 0.240
LUMO level (spin up / spin down), eV: -2.737 / -2.742

Quick look at the Löwdin charges, all values in e:
1 Br 0.826
2 O -0.819
3 O 0.025
4 O 0.186
5 N -0.218

***

No. 4
# C100H220N10O20

A cluster of 15 separate species, C100H220N10O20 in total in a non-equilibrium geometry (wB97M-V/def2-TZVPD, the Open Molecules 2025 dataset).

Geometry (Å):
O (1.61, 0.40, -2.32)
O (-5.06, -5.49, 0.69)
O (-0.61, -5.45, -6.22)
O (4.79, -3.36, 0.45)
O (-3.42, -3.71, -2.08)
O (-2.12, -4.57, -4.25)
O (-4.96, 5.31, 5.83)
O (-4.47, -2.27, -4.20)
O (9.34, 3.26, -3.77)
O (-3.38, -2.00, 4.31)
O (-1.95, -1.09, 6.67)
O (3.37, -0.68, 3.21)
O (-2.59, -5.08, 0.75)
O (-1.05, -2.29, -1.74)
O (-9.61, -0.06, 1.09)
O (-2.56, -1.44, -9.57)
O (1.79, -8.07, 2.98)
O (3.59, 3.47, 0.54)
O (1.49, -1.82, -4.27)
O (-4.00, 6.19, -0.37)
N (-2.25, -0.12, -8.99)
N (-4.72, 4.09, 5.24)
N (-0.66, -1.10, -1.08)
N (8.55, 2.93, -2.57)
N (1.96, -6.80, 3.59)
N (3.69, 0.67, 3.84)
N (2.18, 3.87, 0.38)
N (5.55, -4.35, -0.36)
N (-4.49, 6.14, -1.69)
N (-8.20, -0.24, 1.06)
C (10.65, 2.88, -1.32)
C (7.55, -3.08, 0.53)
C (3.97, -4.00, -2.17)
C (-5.31, -2.46, -3.05)
C (-6.34, -1.77, 0.70)
C (5.75, -2.37, -1.93)
C (-3.86, 8.45, -2.26)
C (3.26, -8.00, 5.19)
C (0.58, 4.98, -1.00)
C (3.02, 5.80, -1.08)
C (-3.50, 3.23, 7.36)
C (-5.93, 4.36, -0.96)
C (2.21, -5.70, 5.80)
C (2.35, 3.54, -2.05)
C (-4.42, 6.78, -4.08)
C (5.63, 1.99, 4.51)
C (6.42, 3.53, -3.64)
C (1.80, 4.65, 1.62)
C (-0.01, -0.21, -9.99)
C (-4.52, 2.98, 6.28)
C (1.40, -5.66, 1.55)
C (1.81, 0.49, -3.75)
C (-0.81, -0.21, -8.64)
C (-5.43, 4.70, -3.38)
C (3.47, -0.72, 5.98)
C (-5.71, -1.36, 1.98)
C (-8.37, -1.86, -0.74)
C (6.44, 1.72, -1.83)
C (1.21, -4.50, 3.80)
C (0.32, 5.13, 1.41)
C (2.05, -7.05, 5.06)
C (3.64, 1.83, 5.95)
C (0.80, -7.79, 5.59)
C (3.14, 0.58, 5.19)
C (7.28, 0.89, -0.83)
C (-1.04, -2.29, 1.16)
C (6.35, -4.75, -2.71)
C (1.40, -4.53, 5.27)
C (1.84, 3.56, 2.80)
C (-3.31, 0.27, -8.04)
C (-2.16, 6.63, -2.71)
C (-2.11, -2.51, 4.68)
C (-0.68, 1.05, 0.79)
C (7.77, -4.81, -2.11)
C (-6.07, 0.08, 2.26)
C (9.88, 0.77, -2.50)
C (5.16, 1.91, 5.94)
C (-0.48, -6.34, 3.16)
C (0.05, 5.87, 0.12)
C (5.91, -0.49, 4.14)
C (1.58, 0.62, 5.03)
C (-5.90, 2.84, 6.98)
C (-0.44, 1.11, -7.91)
C (-4.55, 0.58, -8.86)
C (-2.38, 4.87, 4.67)
C (0.34, -0.10, 0.95)
C (-1.48, -3.61, -5.10)
C (-4.64, -5.12, 1.98)
C (-7.75, 1.91, 2.09)
C (-1.28, -1.50, 5.46)
C (-8.59, -2.70, 1.62)
C (-4.86, 4.70, -1.97)
C (-1.23, 1.18, -0.60)
C (6.87, -4.46, 0.27)
C (2.81, 5.76, 1.99)
C (-0.20, -4.22, -5.57)
C (1.17, -2.27, -0.06)
C (9.42, 2.05, -1.72)
C (-4.44, 5.15, 3.16)
C (7.61, -5.34, -0.68)
C (1.00, -5.82, 3.03)
C (-4.17, 1.66, 5.54)
C (5.47, 0.96, 2.23)
C (-7.85, -1.61, 0.71)
C (7.20, 2.36, -3.03)
C (-4.54, 5.30, -4.45)
C (5.16, 0.80, 3.69)
C (-3.72, 4.27, 4.17)
C (-3.75, 6.98, -2.68)
C (-2.15, 0.06, -2.64)
C (-2.85, 1.63, -7.38)
C (2.42, -0.79, -4.35)
C (8.53, 1.62, -0.48)
C (-8.20, -0.16, 3.56)
C (-3.61, -0.80, -6.97)
C (-1.47, 1.59, -6.85)
C (6.74, -5.20, 1.63)
C (-3.02, 1.80, 4.56)
C (-7.59, 0.40, 2.26)
C (5.46, -3.85, -1.75)
C (-3.73, 3.71, -1.77)
C (-4.83, -3.72, -2.27)
C (-3.44, -4.33, 1.64)
C (2.04, 4.57, -0.91)
C (-0.39, -1.40, -7.76)
C (-3.42, 2.90, 3.56)
C (-3.08, -0.59, -0.37)
C (-0.12, -1.47, 0.27)
C (7.36, 1.27, -4.09)
C (-1.83, -0.14, -1.14)
H (-4.96, -2.38, -5.01)
H (-5.45, -4.54, 2.43)
H (-8.23, -1.24, 3.62)
H (-2.47, 3.30, 6.97)
H (0.69, -1.44, -7.68)
H (7.10, -6.30, -0.76)
H (2.10, -4.03, 3.36)
H (-5.43, 7.19, -4.20)
H (-1.70, 7.34, -3.41)
H (2.84, 3.37, 3.12)
H (5.34, 2.98, 4.14)
H (3.37, -1.07, -3.84)
H (3.04, -1.53, 5.42)
H (3.70, 5.30, 2.36)
H (6.41, -4.51, 2.38)
H (1.00, -4.73, 1.13)
H (-7.13, 2.16, 1.25)
H (-2.28, -3.44, 5.25)
H (-2.54, 5.70, 5.40)
H (-2.61, -0.84, -3.08)
H (-3.31, -1.73, -7.43)
H (5.56, 2.74, 6.53)
H (7.04, 3.90, -4.50)
H (-1.75, -1.74, 1.84)
H (-0.35, 1.94, -8.62)
H (-1.03, -0.59, 4.93)
H (2.97, -0.68, 6.98)
H (6.63, 0.63, 0.05)
H (1.14, 0.67, 6.01)
H (8.26, 2.54, 0.09)
H (8.21, -3.79, -2.20)
H (7.91, -2.57, -0.35)
H (-2.62, 3.11, 2.80)
H (6.05, -6.11, 1.61)
H (9.17, 1.03, 0.15)
H (1.66, -2.30, -3.45)
H (-7.65, 0.32, 4.40)
H (-7.92, -3.16, 2.36)
H (-9.25, 0.21, 3.49)
H (-3.00, -0.75, 0.70)
H (2.66, 6.58, -0.46)
H (-0.94, -6.25, 4.14)
H (5.35, -1.35, 3.80)
H (-5.55, 4.45, 0.05)
H (-2.78, -4.07, 2.48)
H (-0.44, -7.38, 2.89)
H (-4.59, -1.48, 1.97)
H (-6.38, -2.62, -3.22)
H (3.29, -3.80, -1.32)
H (-2.04, 1.94, -0.61)
H (0.41, -4.57, 5.73)
H (-0.46, 1.56, -1.31)
H (5.61, -2.09, -2.99)
H (-1.51, 0.90, -6.00)
H (8.29, -3.19, 1.33)
H (5.17, 0.10, 1.69)
H (-1.74, 4.09, 5.07)
H (-3.03, -4.08, -2.91)
H (8.59, -5.53, -0.20)
H (3.98, 5.40, -0.88)
H (-3.03, -5.17, -0.09)
H (4.98, 1.82, 1.76)
H (-5.25, -3.60, -1.26)
H (6.54, 1.09, 2.20)
H (0.47, -0.26, 2.04)
H (-1.83, -2.57, -1.30)
H (-4.33, -5.98, 2.62)
H (3.17, 1.87, 6.95)
H (-0.26, 0.62, -10.63)
H (-5.59, 0.67, 1.49)
H (3.24, 2.72, 5.47)
H (-2.94, 0.79, -2.80)
H (11.29, 2.29, -0.67)
H (1.32, 2.71, 2.39)
H (1.30, 3.87, 3.70)
H (-4.23, 1.07, -9.82)
H (2.49, -5.59, 1.49)
H (-3.09, 5.82, -0.36)
H (-1.16, -5.85, 2.43)
H (-5.05, 1.35, 5.03)
H (-5.63, 3.65, -3.71)
H (7.72, -5.57, 1.98)
H (-8.97, -3.47, 0.90)
H (2.95, 6.41, 1.15)
H (0.42, -3.61, -6.24)
H (-5.17, -1.64, -2.34)
H (2.38, 4.06, -3.02)
H (0.58, 1.13, -7.50)
H (0.17, 5.65, 2.36)
H (-5.91, -5.96, 0.74)
H (-1.77, 6.92, -1.75)
H (8.21, 1.58, -4.70)
H (-3.34, 8.64, -1.31)
H (0.99, -6.44, 0.91)
H (3.59, 2.49, 0.53)
H (-5.99, 3.70, 7.67)
H (1.02, -0.05, -9.68)
H (-1.82, 5.32, 3.88)
H (-5.16, -4.69, -2.68)
H (11.20, 3.16, -2.22)
H (-6.29, 3.33, -1.08)
H (-1.20, 0.28, -3.20)
H (-2.81, 4.02, -2.27)
H (-2.07, -3.38, -6.00)
H (-3.60, 4.69, -4.54)
H (5.97, 2.55, -1.27)
H (-3.76, 7.22, -4.84)
H (5.54, 1.04, 6.44)
H (-8.06, -1.08, -1.45)
H (-4.65, 6.17, 3.48)
H (-2.11, 2.13, 5.10)
H (-3.36, -1.57, -0.77)
H (6.94, -0.49, 3.71)
H (0.35, -3.86, 3.61)
H (3.68, -7.99, 6.22)
H (2.89, -0.47, 2.38)
H (6.42, 1.19, -4.61)
H (10.28, 3.72, -0.74)
H (-1.11, 2.54, -6.44)
H (-3.92, 0.10, -0.49)
H (-4.02, 0.95, 6.36)
H (0.87, -0.14, -2.04)
H (1.21, -0.25, 4.52)
H (-6.07, -2.03, 2.77)
H (1.88, -1.72, -0.68)
H (7.57, 0.26, -3.72)
H (-3.40, 3.71, -0.70)
H (-4.14, 2.74, -1.99)
H (4.55, -0.84, 6.05)
H (-3.60, 2.48, 8.15)
H (0.19, -5.93, -6.52)
H (-5.99, -1.13, -0.11)
H (1.29, 1.51, 4.47)
H (-3.15, -1.20, -10.28)
H (3.00, 6.20, -2.12)
H (3.27, 3.06, -1.79)
H (-1.93, 5.63, -3.01)
H (10.62, 0.25, -1.86)
H (-6.74, 5.09, -1.07)
H (-6.42, 5.19, -3.38)
H (-3.61, 1.71, -6.60)
H (-5.32, 4.63, 2.85)
H (6.80, -2.51, 1.01)
H (-5.06, 5.16, -5.42)
H (5.03, -1.78, -1.31)
H (1.85, -3.56, 5.64)
H (3.27, -5.52, 5.74)
H (-6.18, -2.82, 0.37)
H (-5.98, 1.90, 7.52)
H (1.59, 2.77, -2.05)
H (-1.54, -2.75, 3.79)
H (-3.83, -1.60, 5.07)
H (6.30, -4.25, -3.69)
H (0.33, 5.43, -1.95)
H (0.86, -3.19, -0.53)
H (-1.55, 0.89, 1.48)
H (0.83, 0.79, -4.18)
H (4.05, -7.70, 4.50)
H (-0.32, 4.20, 1.44)
H (-2.22, -1.84, 7.22)
H (-3.67, -3.34, 1.22)
H (-4.68, -0.89, -6.86)
H (6.03, -0.57, 5.23)
H (-4.23, 2.47, 2.98)
H (8.34, -5.51, -2.74)
H (-3.23, 8.99, -2.94)
H (2.85, -8.98, 4.96)
H (-0.36, -2.01, 5.74)
H (-1.46, -2.70, -4.54)
H (-1.57, -3.02, 0.52)
H (6.75, 1.87, 4.46)
H (9.04, 0.16, -2.60)
H (6.32, 4.32, -2.88)
H (-8.74, 2.13, 1.72)
H (3.73, -3.39, -3.02)
H (2.71, -0.70, -5.41)
H (-9.35, -2.20, 2.20)
H (-6.67, 2.94, 6.21)
H (-2.78, 0.95, 3.90)
H (1.73, -2.49, 0.86)
H (-1.05, 6.11, 0.01)
H (1.29, 0.24, 0.48)
H (6.72, -2.01, -1.56)
H (-2.96, 2.42, -8.11)
H (-5.63, 0.41, 3.22)
H (-9.47, -1.98, -0.80)
H (2.39, 6.43, 2.77)
H (0.66, -8.65, 4.97)
H (3.87, -5.04, -2.53)
H (-0.04, -7.12, 5.67)
H (-0.82, -2.30, -8.27)
H (1.02, -8.12, 6.65)
H (10.39, 1.03, -3.44)
H (-3.73, 5.41, 2.34)
H (-0.10, -1.18, -10.48)
H (-0.30, 1.97, 1.16)
H (-9.84, 0.36, 0.27)
H (-3.14, -0.58, -6.01)
H (5.47, 3.23, -4.10)
H (-7.49, 2.43, 2.99)
H (-5.01, -0.38, -9.06)
H (3.93, -3.73, 0.64)
H (-3.76, 4.17, 7.84)
H (-4.11, 5.56, 6.25)
H (5.60, 1.16, -2.25)
H (-0.40, -2.91, 1.81)
H (2.42, 1.38, -3.87)
H (-5.17, 1.27, -8.25)
H (-0.06, 4.07, -0.96)
H (5.85, -5.73, -2.78)
H (7.52, -0.09, -1.21)
H (0.42, -4.44, -4.68)
H (-1.98, -5.42, -4.74)
H (1.98, -5.81, 6.86)
H (-7.96, -2.88, -0.97)
H (-4.88, 8.76, -2.20)
H (-0.87, -1.40, -6.78)
H (2.62, -8.14, 2.50)
H (9.43, 4.21, -3.66)
H (0.58, 6.85, 0.16)

Calculated values
ΔE to the lowest compared entry with this formula, charge and spin, eV: 0.5861
E_HOMO, eV: -8.398
Multiplicity: 1
Total charge: 0
Frontier orbital gap, Eh: 0.322
LUMO level, eV: 0.352

Here are the Löwdin charges for atoms 1 to 99, given in e:
1 O -0.108
2 O -0.073
3 O -0.084
4 O -0.063
5 O -0.104
6 O -0.081
7 O -0.035
8 O -0.065
9 O -0.067
10 O -0.069
11 O -0.074
12 O -0.075
13 O -0.079
14 O -0.021
15 O -0.025
16 O -0.036
17 O -0.038
18 O -0.066
19 O -0.067
20 O -0.044
21 N -0.062
22 N -0.113
23 N -0.081
24 N -0.047
25 N -0.105
26 N 0.003
27 N -0.045
28 N -0.026
29 N -0.088
30 N -0.100
31 C -0.039
32 C -0.010
33 C -0.015
34 C -0.197
35 C -0.160
36 C -0.052
37 C -0.039
38 C -0.036
39 C -0.146
40 C -0.011
41 C -0.038
42 C -0.042
43 C -0.123
44 C -0.014
45 C -0.126
46 C -0.133
47 C -0.037
48 C -0.436
49 C -0.029
50 C -0.482
51 C -0.015
52 C -0.206
53 C -0.493
54 C -0.165
55 C -0.015
56 C -0.189
57 C -0.045
58 C -0.112
59 C -0.140
60 C -0.141
61 C -0.495
62 C -0.125
63 C -0.034
64 C -0.497
65 C -0.190
66 C -0.026
67 C -0.120
68 C -0.191
69 C -0.024
70 C -0.512
71 C -0.009
72 C -0.246
73 C -0.177
74 C -0.163
75 C -0.124
76 C -0.020
77 C -0.185
78 C -0.001
79 C -0.175
80 C -0.021
81 C -0.025
82 C -0.028
83 C -0.120
84 C -0.044
85 C -0.005
86 C -0.088
87 C -0.216
88 C -0.229
89 C -0.012
90 C -0.217
91 C -0.008
92 C -0.524
93 C -0.133
94 C -0.525
95 C -0.019
96 C -0.224
97 C -0.036
98 C -0.476
99 C -0.017